a) 12
Properties=species:S:1:pos:R:3:lowdin_charge:R:1 method="wB97M-V/def2-TZVPD" total_charge=+1 mol_weight_g_mol=62.1
O -2.126 1.026 -1.120 -0.024
H -0.264 0.133 -0.629 0.120
H -2.952 0.920 -1.544 0.039
H -2.161 1.606 -0.359 0.053
C 0.468 -0.137 1.385 -0.008
C 1.487 -0.789 -0.870 0.209
N 0.556 -0.252 -0.127 0.017
H -0.264 -0.859 1.981 0.147
H 1.430 -0.490 1.871 0.112
H 0.179 0.849 1.716 0.085
H 1.426 -0.602 -1.935 0.128
H 2.220 -1.405 -0.370 0.123

b) 12
Properties=species:S:1:pos:R:3:lowdin_charge:R:1 method="wB97M-V/def2-TZVPD" total_charge=+1 mol_weight_g_mol=62.1
C -1.146 0.681 -0.059 -0.006
C 0.905 -0.497 -0.203 -0.229
N -0.393 -0.440 0.452 -0.010
O 1.610 0.627 0.209 0.035
H -0.523 1.468 0.214 0.084
H -1.258 0.713 -1.071 0.081
H -2.216 0.716 0.367 0.161
H 1.449 -1.834 0.356 0.256
H 0.703 -0.732 -1.292 0.155
H -0.889 -1.276 0.013 0.214
H -0.426 -0.442 1.421 0.157
H 2.185 1.015 -0.409 0.103

c) 12
Properties=species:S:1:pos:R:3:lowdin_charge:R:1 method="wB97M-V/def2-TZVPD" total_charge=+1 mol_weight_g_mol=62.1
O 0.166 -1.988 -1.280 -0.032
H -0.453 -0.491 -0.353 0.113
H 0.983 -2.251 -1.732 0.083
H -0.511 -1.993 -1.950 0.057
C 0.929 0.454 0.994 0.016
C -1.211 1.266 0.144 0.186
N -0.324 0.356 0.222 -0.001
H 1.727 0.621 0.284 0.110
H 0.838 1.295 1.680 0.102
H 1.033 -0.427 1.619 0.112
H -2.108 1.038 -0.418 0.128
H -1.068 2.121 0.790 0.125

Short version: c), a), b), most stable first.

a) 12
Properties=species:S:1:pos:R:3:lowdin_charge:R:1 method="wB97M-V/def2-TZVPD" total_charge=+1 mol_weight_g_mol=62.1
O -0.205 0.500 1.492 -0.021
C 0.974 0.613 1.714 -0.062
H 1.359 1.430 2.332 0.103
H 1.709 -0.087 1.290 0.092
C 0.162 -0.086 -1.803 -0.008
N -0.824 -0.812 -0.946 0.135
H -0.097 0.968 -1.811 0.108
H 1.149 -0.266 -1.396 0.095
H 0.097 -0.473 -2.816 0.104
H -1.785 -0.799 -1.295 0.173
H -0.822 -0.426 0.028 0.110
H -0.587 -1.801 -0.842 0.171

b) 12
Properties=species:S:1:pos:R:3:lowdin_charge:R:1 method="wB97M-V/def2-TZVPD" total_charge=+1 mol_weight_g_mol=62.1
O -1.500 0.960 -0.839 -0.024
H -2.297 0.667 -0.381 0.085
H -1.924 1.570 -1.444 0.083
H 0.308 -1.964 1.562 0.106
C -0.089 -1.149 0.960 -0.034
C 1.025 -0.620 0.230 -0.082
N 1.074 0.602 -0.187 0.206
H -0.834 -0.548 1.479 0.113
H -0.794 -1.633 0.259 0.124
H 2.032 -1.020 0.405 0.160
H 0.118 0.955 -0.521 0.105
H 1.772 1.085 -0.742 0.157

c) 12
Properties=species:S:1:pos:R:3:lowdin_charge:R:1 method="wB97M-V/def2-TZVPD" total_charge=+1 mol_weight_g_mol=62.1
N 2.323 0.275 0.167 0.304
H 2.775 0.985 0.737 0.154
H 2.229 0.613 -0.786 0.150
H 2.778 -0.641 0.174 0.160
H 1.354 0.063 0.556 0.085
O -0.217 -0.003 1.009 -0.014
C -1.300 0.250 0.511 -0.241
C -1.870 -0.543 -0.592 -0.031
H -1.876 1.103 0.886 0.137
H -2.918 -0.801 -0.402 0.102
H -1.299 -1.437 -0.812 0.090
H -1.979 0.136 -1.449 0.104

Short version: c), a), b), most stable first.

a) 56
Properties=species:S:1:pos:R:3:lowdin_charge:R:1 method="wB97M-V/def2-TZVPD" mol_weight_g_mol=422.9
C -7.346 3.746 -2.427 -0.067
O -6.381 3.077 -3.237 -0.124
C -5.115 3.109 -2.721 -0.290
C -4.220 4.087 -3.159 -0.168
C -4.652 5.102 -4.179 -0.013
C -2.930 4.087 -2.649 0.032
C -2.516 3.120 -1.741 -0.129
C -1.097 3.174 -1.265 -0.449
O -0.493 4.231 -1.158 0.061
N -0.513 1.983 -0.986 0.081
C 0.895 1.917 -0.630 -0.172
C 1.385 0.479 -0.636 -0.154
C 2.876 0.410 -0.375 -0.226
O 3.523 1.113 -1.413 -0.150
C 4.917 1.204 -1.269 -0.209
C 5.451 1.983 -2.458 -0.159
N 5.256 1.300 -3.717 0.069
C 4.187 1.418 -4.555 -0.506
O 4.024 0.675 -5.503 0.066
C 3.260 2.510 -4.273 0.097
C 2.429 3.352 -4.066 0.050
C 1.397 4.342 -3.799 -0.291
C 1.734 5.784 -4.195 -0.108
C 0.344 6.405 -4.198 -0.181
O -0.551 5.375 -4.634 -0.144
C 0.110 4.115 -4.599 -0.147
C -3.404 2.142 -1.315 -0.054
C -4.699 2.147 -1.806 -0.560
Cl -5.813 0.926 -1.278 0.720
H -8.296 3.665 -2.948 0.095
H -7.426 3.274 -1.446 0.073
H -7.085 4.800 -2.303 0.090
H -3.793 5.670 -4.530 0.080
H -5.129 4.616 -5.030 0.091
H -5.379 5.802 -3.761 0.082
H -2.220 4.834 -2.980 0.112
H -0.981 1.139 -1.267 0.131
H 1.478 2.504 -1.341 0.108
H 1.043 2.368 0.355 0.135
H 0.861 -0.109 0.123 0.122
H 1.184 0.026 -1.611 0.126
H 3.120 0.866 0.596 0.129
H 3.217 -0.632 -0.350 0.128
H 5.180 1.726 -0.338 0.128
H 5.367 0.201 -1.232 0.128
H 4.944 2.946 -2.506 0.121
H 6.516 2.173 -2.318 0.124
H 5.834 0.501 -3.929 0.148
H 1.150 4.326 -2.734 0.121
H 2.412 6.268 -3.495 0.123
H 2.179 5.805 -5.191 0.125
H 0.057 6.725 -3.192 0.122
H 0.254 7.252 -4.879 0.119
H 0.343 3.785 -5.616 0.133
H -0.548 3.378 -4.134 0.118
H -3.120 1.393 -0.588 0.111

b) 56
Properties=species:S:1:pos:R:3:lowdin_charge:R:1 method="wB97M-V/def2-TZVPD" mol_weight_g_mol=422.9
C 1.535 -0.629 6.907 -0.068
O 0.778 0.392 6.260 -0.122
C 0.377 0.062 4.996 -0.289
C 1.110 0.531 3.903 -0.168
C 2.335 1.373 4.122 -0.010
C 0.666 0.227 2.626 0.043
C -0.482 -0.531 2.419 -0.117
C -0.879 -0.795 0.999 -0.420
O -0.471 -0.091 0.090 0.066
N -1.703 -1.846 0.760 0.075
C -2.018 -2.207 -0.615 -0.174
C -3.094 -1.318 -1.229 -0.151
C -3.248 -1.582 -2.712 -0.225
O -2.088 -1.101 -3.365 -0.143
C -1.999 -1.492 -4.712 -0.215
C -0.863 -0.722 -5.358 -0.163
N -1.161 0.683 -5.565 0.063
C -1.071 1.651 -4.595 -0.507
O -1.784 2.634 -4.601 0.072
C -0.046 1.454 -3.581 0.099
C 0.749 1.347 -2.688 0.056
C 1.676 1.259 -1.571 -0.298
C 3.158 1.472 -1.916 -0.108
C 3.745 1.966 -0.581 -0.176
O 2.643 2.230 0.292 -0.147
C 1.475 2.339 -0.508 -0.164
C -1.217 -0.979 3.507 -0.053
C -0.783 -0.678 4.787 -0.560
Cl -1.720 -1.206 6.148 0.722
H 1.804 -0.241 7.885 0.095
H 0.943 -1.539 7.025 0.071
H 2.442 -0.856 6.340 0.090
H 2.728 1.721 3.168 0.075
H 2.102 2.236 4.745 0.093
H 3.118 0.811 4.635 0.082
H 1.216 0.590 1.767 0.110
H -1.864 -2.512 1.493 0.127
H -1.110 -2.125 -1.214 0.123
H -2.341 -3.250 -0.619 0.125
H -4.049 -1.483 -0.725 0.119
H -2.814 -0.273 -1.090 0.120
H -3.363 -2.660 -2.904 0.126
H -4.137 -1.078 -3.110 0.128
H -1.809 -2.572 -4.789 0.127
H -2.942 -1.282 -5.239 0.128
H 0.026 -0.800 -4.731 0.121
H -0.627 -1.170 -6.325 0.121
H -1.931 0.879 -6.190 0.142
H 1.533 0.294 -1.082 0.136
H 3.636 0.563 -2.277 0.115
H 3.249 2.233 -2.690 0.117
H 4.376 1.221 -0.095 0.116
H 4.334 2.877 -0.720 0.116
H 1.405 3.328 -0.979 0.137
H 0.602 2.163 0.115 0.115
H -2.145 -1.523 3.388 0.108

Short version: a), b), most stable first.

a) 20
Properties=species:S:1:pos:R:3:lowdin_charge:R:1 method="wB97M-V/def2-TZVPD" total_charge=+1 mol_weight_g_mol=121.2
N 1.779 -0.174 1.859 -0.001
C 2.012 0.611 0.672 -0.251
C 0.751 1.203 -0.027 -0.052
N -0.528 0.441 0.488 0.041
C -1.431 0.048 -0.653 -0.237
C -1.111 -1.322 -1.200 -0.553
S -2.115 -1.722 -2.660 0.766
H 2.669 -0.421 2.269 0.095
H 1.192 0.205 2.587 0.079
H 2.471 -0.065 -0.055 0.122
H 2.595 1.520 0.840 0.119
H 0.766 1.168 -1.106 0.126
H 0.565 2.156 0.463 0.126
H -0.782 0.981 1.307 0.170
H -0.233 -0.455 0.903 0.141
H -2.454 0.239 -0.309 0.136
H -1.373 0.827 -1.418 0.120
H -1.380 -2.010 -0.387 0.089
H -0.055 -1.400 -1.459 0.086
H -3.339 -1.831 -2.115 -0.120

b) 20
Properties=species:S:1:pos:R:3:lowdin_charge:R:1 method="wB97M-V/def2-TZVPD" total_charge=+1 mol_weight_g_mol=121.2
N -2.803 -0.203 0.175 0.000
C -1.554 -0.958 -0.042 -0.199
C -0.387 -0.069 0.363 -0.297
N -0.579 1.260 -0.328 0.217
C 0.971 -0.680 0.042 -0.234
C 2.095 0.352 -0.017 -0.577
S 3.712 -0.517 -0.003 0.746
H -3.353 -0.139 -0.683 0.092
H -3.412 -0.698 0.816 0.092
H -1.533 -1.338 -1.061 0.132
H -1.518 -1.788 0.660 0.136
H -0.414 0.140 1.419 0.158
H -0.144 2.067 0.117 0.174
H -1.605 1.383 -0.356 0.143
H -0.221 1.228 -1.284 0.170
H 0.926 -1.120 -0.949 0.122
H 1.234 -1.422 0.797 0.123
H 2.139 1.026 0.840 0.076
H 2.052 0.930 -0.934 0.062
H 4.394 0.547 0.427 -0.133

Short version: b), a), most stable first.

a) 20
Properties=species:S:1:pos:R:3:lowdin_charge:R:1 method="wB97M-V/def2-TZVPD" total_charge=+1 mol_weight_g_mol=121.2
C -0.493 -2.729 1.010 -0.100
N 0.084 -1.577 0.321 -0.114
C -0.586 -0.314 0.560 -0.219
C -0.213 0.674 -0.575 -0.298
N -1.117 1.946 -0.349 0.221
C 1.219 1.162 -0.522 -0.543
S 2.067 1.710 -2.041 0.751
H -0.312 -2.685 2.089 0.084
H -0.005 -3.641 0.690 0.083
H -1.578 -2.743 0.793 0.094
H 1.060 -1.481 0.567 0.103
H -0.398 0.230 1.488 0.125
H -1.677 -0.449 0.532 0.130
H -0.430 0.215 -1.539 0.151
H -0.667 2.627 -0.977 0.160
H -1.025 2.260 0.617 0.164
H -2.103 1.940 -0.607 0.172
H 1.498 1.936 0.206 0.085
H 1.785 0.255 -0.237 0.077
H 2.890 0.665 -2.026 -0.126

b) 20
Properties=species:S:1:pos:R:3:lowdin_charge:R:1 method="wB97M-V/def2-TZVPD" total_charge=+1 mol_weight_g_mol=121.2
C 0.532 -1.467 1.808 0.030
N -0.294 -1.126 0.539 0.061
C -0.249 0.376 -0.099 -0.598
C -1.349 0.542 -1.102 -0.037
N -0.301 1.389 0.869 0.110
C 1.286 0.533 -0.656 -0.428
S 1.674 -0.794 -1.933 0.698
H 0.551 -2.615 1.749 0.139
H 1.573 -1.238 1.671 0.075
H 0.200 -0.917 2.640 0.080
H -1.189 -0.979 0.990 0.145
H -0.221 -1.807 -0.210 0.128
H -1.387 1.582 -1.361 0.083
H -1.005 -0.065 -2.047 0.107
H -2.409 0.356 -0.652 0.134
H -1.204 1.811 0.874 0.102
H 0.510 1.684 1.324 0.088
H 1.310 1.587 -1.073 0.117
H 1.827 0.358 0.244 0.035
H 1.525 0.166 -2.963 -0.070

c) 20
Properties=species:S:1:pos:R:3:lowdin_charge:R:1 method="wB97M-V/def2-TZVPD" total_charge=+1 mol_weight_g_mol=121.2
C -0.057 -0.164 -2.774 -0.066
C -0.107 1.306 1.696 -0.076
C 0.169 0.456 -1.370 -0.220
C 0.121 -0.023 1.024 -0.538
N 1.353 -0.575 1.400 0.143
N -0.399 -0.363 -0.347 0.018
S -1.702 -1.148 2.092 0.521
H 0.466 0.501 -3.505 0.101
H 0.400 -1.179 -2.948 0.104
H -1.108 -0.039 -2.947 0.072
H -0.014 1.262 2.790 0.107
H -1.147 1.528 1.459 0.082
H 0.592 1.986 1.200 0.103
H -0.355 1.487 -1.448 0.171
H 1.319 0.623 -1.170 0.174
H 1.603 -1.471 1.080 0.100
H 1.624 -0.128 2.281 0.135
H -0.251 -1.407 -0.298 0.193
H -1.373 -0.279 -0.193 0.093
H -1.135 -2.373 1.977 -0.216

Short version: a), b), c), most stable first.

a) 10
Properties=species:S:1:pos:R:3:lowdin_charge:R:1 method="wB97M-V/def2-TZVPD" mol_weight_g_mol=111.2
C 1.582 0.362 0.058 -0.254
N -1.894 -0.472 -0.885 -0.432
O 0.267 1.083 2.127 -0.585
S -1.172 -1.065 0.600 0.538
S -0.076 0.814 0.744 0.631
H 1.589 0.176 -0.919 -0.004
H 1.935 -0.574 0.336 0.029
H 2.154 1.126 0.508 0.036
H -1.424 -0.954 -1.607 -0.025
H -2.961 -0.497 -0.962 0.065

b) 10
Properties=species:S:1:pos:R:3:lowdin_charge:R:1 method="wB97M-V/def2-TZVPD" mol_weight_g_mol=111.2
C 1.780 -0.246 0.649 -0.315
N -2.157 0.183 -0.079 -0.532
O 0.138 -0.193 -1.541 -0.606
S -3.612 0.689 -0.415 0.512
S 1.640 -0.131 -1.202 0.893
H 0.778 -0.108 1.228 0.089
H 2.042 -1.191 0.874 -0.031
H 2.610 0.444 0.868 0.038
H -1.715 -0.215 -0.828 -0.078
H -1.506 0.769 0.447 0.031

Short version: a), b), most stable first.

a) 82
Properties=species:S:1:pos:R:3:lowdin_charge:R:1 method="wB97M-V/def2-TZVPD" total_charge=+2 mol_weight_g_mol=655.5 multiplicity=6
N -3.585 -5.587 1.817 0.075
C -3.907 -5.395 0.536 -0.121
C -2.941 -5.325 -0.465 -0.006
C -1.583 -5.441 -0.106 -0.214
C -1.269 -5.741 1.247 -0.001
C -2.317 -5.811 2.176 -0.119
C -0.523 -5.179 -1.054 0.027
Mn 0.971 0.150 -0.526 0.666
P 1.306 2.901 -0.993 0.896
C 0.767 -4.858 -0.617 -0.018
C 1.444 -3.673 -1.061 -0.186
C 2.436 -3.102 -0.211 0.009
C 2.840 -1.793 -0.393 -0.106
C 2.250 -1.054 -1.453 -0.618
C 1.386 -1.660 -2.426 -0.094
C 1.019 -2.976 -2.221 0.003
Br 3.310 0.708 -2.153 0.847
H -0.775 -5.160 -2.102 0.122
H 1.255 -5.425 0.183 0.125
H -3.225 -5.087 -1.484 0.116
H -0.251 -5.861 1.593 0.105
H -4.969 -5.250 0.307 0.121
H -2.089 -6.016 3.225 0.120
H 2.833 -3.727 0.587 0.136
H 0.377 -3.504 -2.921 0.130
H 3.598 -1.334 0.226 0.109
H 1.074 -1.086 -3.282 0.118
P 0.000 0.038 1.907 0.922
C 1.128 2.926 -2.866 -0.453
C 2.173 3.658 -3.687 -0.154
H 0.127 3.324 -3.073 0.078
H 1.109 1.873 -3.175 0.015
H 1.969 3.483 -4.755 0.093
H 2.147 4.744 -3.533 0.072
H 3.191 3.293 -3.512 0.048
C 2.999 3.073 -0.204 -0.469
C 3.880 4.202 -0.667 -0.139
H 3.529 2.126 -0.405 -0.055
H 2.818 3.101 0.881 0.074
H 4.929 3.949 -0.467 0.089
H 3.791 4.382 -1.744 0.056
H 3.674 5.127 -0.123 0.083
C 0.493 4.466 -0.493 -0.400
C 0.821 5.682 -1.355 -0.128
H 0.779 4.640 0.555 0.083
H -0.584 4.242 -0.500 0.065
H 0.394 6.581 -0.895 0.090
H 1.902 5.853 -1.440 0.063
H 0.400 5.607 -2.363 0.075
C -1.420 1.061 2.506 -0.385
C -1.445 2.525 2.083 -0.128
H -1.390 0.985 3.603 0.098
H -2.334 0.563 2.161 0.068
H -2.097 3.086 2.768 0.094
H -0.455 3.003 2.102 0.059
H -1.861 2.644 1.073 0.054
C 1.356 0.671 2.977 -0.401
C 2.585 -0.231 2.983 -0.137
H 0.934 0.786 3.986 0.100
H 1.608 1.677 2.605 0.068
H 3.323 0.160 3.695 0.092
H 2.340 -1.257 3.281 0.069
H 3.068 -0.278 1.997 0.041
C -0.344 -1.665 2.570 -0.373
C -1.791 -2.029 2.885 -0.132
H 0.279 -1.791 3.468 0.083
H 0.051 -2.352 1.805 0.059
H -1.809 -2.920 3.526 0.082
H -2.329 -1.233 3.415 0.070
H -2.351 -2.281 1.977 0.057
N -4.397 3.694 -2.587 0.202
C -3.901 2.743 -2.116 -0.148
C -3.311 1.563 -1.533 -0.187
C -4.134 0.569 -0.994 0.030
C -3.545 -0.580 -0.490 -0.017
C -2.155 -0.720 -0.570 -0.139
N -1.359 0.292 -0.969 -0.019
C -1.925 1.404 -1.488 -0.077
H -5.215 0.709 -0.988 0.145
H -4.136 -1.385 -0.042 0.126
H -1.685 -1.674 -0.316 0.109
H -1.259 2.173 -1.890 0.085

b) 82
Properties=species:S:1:pos:R:3:lowdin_charge:R:1 method="wB97M-V/def2-TZVPD" total_charge=+2 mol_weight_g_mol=655.5 multiplicity=6
N 0.358 -0.302 -6.328 0.070
C 1.510 -0.401 -5.671 -0.115
C 1.576 -0.354 -4.273 -0.013
C 0.374 -0.276 -3.532 -0.228
C -0.822 -0.047 -4.253 -0.009
C -0.771 -0.117 -5.658 -0.116
C 0.350 -0.654 -2.107 -0.191
Mn 0.034 0.042 -0.219 0.606
P -0.661 -0.610 2.876 1.204
C -0.878 -1.182 -1.467 -0.235
C -0.923 -2.610 -1.062 -0.253
C -2.121 -3.204 -0.609 -0.052
C -2.091 -4.465 -0.013 -0.096
C -0.876 -5.172 0.084 -0.756
C 0.273 -4.661 -0.542 -0.102
C 0.237 -3.391 -1.119 -0.036
Br -0.772 -6.723 1.034 0.859
H 1.344 -1.040 -1.823 0.072
H -1.844 -0.750 -1.753 0.099
H 2.555 -0.450 -3.795 0.114
H -1.783 0.100 -3.768 0.102
H 2.406 -0.538 -6.274 0.117
H -1.686 -0.041 -6.241 0.116
H -3.068 -2.669 -0.704 0.127
H 1.126 -3.002 -1.605 0.107
H -3.008 -4.911 0.352 0.112
H 1.188 -5.239 -0.585 0.111
P -0.903 2.427 -0.335 0.955
C -0.155 -2.383 3.111 -0.335
C -1.000 -3.129 4.151 -0.118
H 0.901 -2.362 3.429 0.093
H -0.218 -2.883 2.128 0.085
H -0.596 -4.143 4.279 0.091
H -0.962 -2.629 5.129 0.085
H -2.053 -3.220 3.848 0.070
C -1.872 -0.776 1.533 -0.420
C -3.297 -0.958 2.066 -0.099
H -1.598 -1.684 0.987 0.043
H -1.806 0.107 0.849 0.015
H -4.026 -0.911 1.245 0.091
H -3.419 -1.942 2.543 0.079
H -3.564 -0.195 2.810 0.087
C 0.931 0.221 2.586 -0.421
C 1.728 0.563 3.844 -0.098
H 0.740 1.143 2.003 0.041
H 1.529 -0.479 1.987 0.050
H 2.520 1.282 3.600 0.086
H 1.098 0.999 4.628 0.087
H 2.219 -0.326 4.258 0.089
C -0.026 3.444 0.925 -0.412
C -0.303 4.943 0.897 -0.126
H 1.050 3.250 0.804 0.053
H -0.303 3.037 1.909 0.076
H 0.164 5.434 0.034 0.080
H -1.376 5.167 0.899 0.076
H 0.118 5.405 1.798 0.088
C -2.670 2.476 0.237 -0.383
C -3.632 1.809 -0.743 -0.136
H -2.965 3.526 0.413 0.096
H -2.704 1.968 1.216 0.066
H -3.758 2.408 -1.653 0.078
H -3.299 0.806 -1.045 0.051
H -4.628 1.702 -0.295 0.089
C -0.967 3.407 -1.898 -0.369
C 0.363 3.462 -2.646 -0.134
H -1.333 4.428 -1.680 0.100
H -1.735 2.933 -2.536 0.082
H 0.224 3.971 -3.608 0.093
H 1.120 4.019 -2.083 0.070
H 0.749 2.455 -2.846 0.051
N 6.727 0.844 2.876 0.219
C 5.800 0.629 2.190 -0.133
C 4.654 0.420 1.340 -0.192
C 4.036 1.518 0.735 0.024
C 2.887 1.318 -0.015 -0.088
N 2.295 0.096 -0.084 -0.037
C 3.007 -0.998 0.315 -0.098
C 4.166 -0.863 1.067 0.024
H 4.441 2.523 0.864 0.144
H 2.409 2.144 -0.548 0.111
H 2.594 -1.987 0.083 0.123
H 4.669 -1.748 1.452 0.141

Short version: a), b), most stable first.